Here is 12 unconnected molecules or ions with the total composition C72H180N12O24 in a non-equilibrium geometry from the OMol25 dataset. Energies are from ωB97M-V/def2-TZVPD.

```
288
Properties=species:S:1:pos:R:3:forces:R:3
C 5.004587 -2.241042 -2.780999 -0.30 -0.83 -0.31
O 5.270040 -2.665872 -1.456685 0.01 0.07 -0.18
C 6.236934 -1.880225 -0.819176 1.90 0.78 -1.45
C 6.695832 -2.580718 0.381007 -0.02 -1.81 2.02
N 7.508877 -1.780857 1.314046 0.55 0.49 -1.12
C 8.862089 -1.572901 0.750213 -0.55 -0.27 -0.40
C 9.697848 -0.677056 1.604726 0.10 -0.49 0.24
O 10.034840 -1.473033 2.735281 0.33 0.86 0.28
C 10.801687 -0.721553 3.650450 -0.06 -0.15 0.43
H 4.342634 -1.399155 -2.753207 -0.17 0.99 -0.14
H 4.419300 -3.024842 -3.304150 0.64 0.11 0.32
H 5.937154 -2.022888 -3.321459 -0.28 -0.01 0.05
H 5.982413 -0.883215 -0.548670 -1.32 1.05 0.31
H 7.115651 -1.652406 -1.478833 -0.55 -0.65 -0.11
H 7.190410 -3.528591 0.074369 -0.06 0.32 0.15
H 5.764532 -2.893560 0.885204 0.39 0.04 0.18
H 7.706999 -2.262413 2.174608 -0.60 -0.39 0.31
H 8.765913 -1.152470 -0.240290 0.01 0.18 -0.32
H 9.355357 -2.547841 0.661139 0.26 0.05 -0.19
H 9.118024 0.205149 1.868838 -0.15 0.18 0.35
H 10.620506 -0.323013 1.131425 -0.03 -0.19 -0.27
H 11.102175 -1.358565 4.451741 -0.13 -0.76 0.67
H 10.233230 0.097498 4.104279 0.04 0.15 -0.30
H 11.763613 -0.383165 3.268976 -0.09 0.40 -0.64
C -1.654361 3.988426 3.037864 -0.82 -0.44 0.28
O -2.531840 5.105210 2.906466 0.98 -1.09 0.03
C -2.122074 6.163470 3.715159 -1.04 0.95 -0.59
C -3.012762 6.349319 4.877698 -1.76 0.60 1.88
N -2.851016 5.327155 5.901516 1.22 -0.49 -1.01
C -3.882093 5.175131 6.876318 -1.13 1.98 -0.26
C -3.490684 4.185903 7.895391 -0.01 0.42 0.43
O -2.275290 4.636915 8.401441 0.53 -0.12 -0.20
C -1.885497 3.958655 9.539107 0.97 0.27 1.22
H -0.654371 4.148161 2.652016 0.21 0.38 -0.23
H -2.132391 3.198402 2.471016 0.05 -0.29 -0.14
H -1.576485 3.661172 4.086010 -0.10 0.12 -0.15
H -2.221102 7.025359 3.083904 0.07 0.90 -0.26
H -1.112053 6.148530 4.045435 1.23 -0.51 0.14
H -4.069444 6.349422 4.583023 0.12 -0.32 -0.38
H -2.932622 7.370104 5.320836 0.47 -0.21 -0.23
H -1.923985 5.428551 6.320744 -0.58 -0.10 0.17
H -4.799703 4.788329 6.422359 -0.06 0.26 -0.30
H -4.132585 6.199476 7.333905 0.10 -1.25 -0.13
H -3.464680 3.200396 7.470755 0.63 -0.80 -0.51
H -4.212109 4.095872 8.688186 -0.65 0.30 0.58
H -0.908277 4.381487 9.873403 -0.51 -0.60 -0.43
H -1.863834 2.862315 9.436029 0.24 0.19 -0.21
H -2.567648 4.190839 10.346384 -0.45 -0.06 0.46
C 0.979136 -3.125880 2.833798 0.69 -1.66 -0.31
O 0.079407 -4.216771 3.144878 1.54 0.49 1.23
C -0.618376 -4.639929 2.029511 -0.53 -0.19 -0.47
C -1.514812 -5.822117 2.373164 1.44 0.78 0.65
N -2.410784 -5.416038 3.428330 -0.84 -0.96 -0.71
C -3.085345 -6.555550 4.017153 -0.74 -0.49 0.61
C -2.165600 -7.483456 4.853872 -0.74 -0.21 -1.18
O -1.856334 -6.842121 6.043802 -0.14 0.86 0.99
C -1.070432 -7.590857 6.944080 -0.38 -0.87 -0.96
H 0.424788 -2.282147 2.389609 0.46 -0.21 0.13
H 1.768057 -3.585798 2.152489 -0.93 0.99 0.24
H 1.562897 -2.843736 3.731662 -0.82 -0.02 -0.24
H 0.012488 -4.880853 1.170009 0.41 -0.14 -0.01
H -1.201615 -3.784720 1.760803 -0.96 0.48 -0.77
H -0.836771 -6.674820 2.645242 -0.57 0.41 -0.30
H -2.096772 -6.049948 1.506069 -0.31 -0.47 -0.70
H -1.908186 -4.920948 4.127593 0.47 0.40 0.70
H -3.674505 -7.166195 3.271397 1.00 0.63 0.31
H -3.888928 -6.184470 4.683292 0.49 -0.12 -0.04
H -1.257758 -7.754165 4.289621 -0.09 0.09 0.13
H -2.729090 -8.413631 5.002129 0.09 -0.14 0.37
H -1.438091 -8.614455 6.939752 0.09 -0.44 -0.02
H -1.163614 -7.277898 7.965184 -0.11 0.81 0.32
H -0.037820 -7.592052 6.622422 0.47 0.00 0.05
C -0.015912 4.353198 -4.370720 1.14 0.67 -0.92
O -0.287888 3.269629 -3.545771 -0.38 -0.60 0.20
C -0.543506 2.009878 -4.219483 1.51 1.05 0.08
C -1.142208 1.079761 -3.230854 -1.08 0.31 -0.65
N -2.418322 1.661693 -2.773551 -0.08 -0.80 -0.51
C -2.557392 1.666023 -1.337232 -0.86 0.78 1.04
C -3.277063 0.442150 -0.676932 0.54 0.36 -2.61
O -2.441121 -0.719556 -0.847248 -0.38 -0.30 1.34
C -2.447437 -1.529140 0.346059 -0.07 0.31 -0.06
H -0.741960 4.499151 -5.165822 -0.49 -0.23 -0.21
H 0.971586 4.267763 -4.884844 -0.39 -0.14 0.30
H 0.003759 5.298801 -3.816323 -0.08 -0.47 0.30
H 0.426295 1.611465 -4.571553 -0.38 0.08 -0.12
H -1.200399 2.191823 -5.062765 -0.20 0.01 -0.24
H -0.482551 0.990896 -2.396247 0.68 -0.33 0.62
H -1.188840 0.095159 -3.740082 -0.40 0.38 0.55
H -2.506542 2.622725 -3.112920 -0.04 -0.56 0.05
H -3.087490 2.612068 -1.071944 -0.10 -0.79 0.00
H -1.571892 1.818058 -0.910136 0.46 -0.28 0.61
H -4.182644 0.294876 -1.309870 0.23 -0.04 0.57
H -3.563213 0.587732 0.351944 0.12 0.32 0.43
H -2.217757 -2.566897 0.132549 0.08 -0.07 -0.56
H -3.425554 -1.526345 0.852610 0.11 0.10 -0.26
H -1.700051 -1.188768 1.074485 0.00 0.21 -0.10
C 1.503630 8.507998 9.406941 -0.31 0.32 -0.17
O 1.262892 7.162466 9.073604 -0.55 0.64 0.14
C 2.368347 6.538896 8.543144 1.79 -1.14 1.30
C 1.992959 5.103278 8.189431 -0.23 0.25 0.90
N 1.256385 5.074902 6.981542 -0.62 0.33 -0.88
C 0.335728 3.984471 6.633974 0.80 0.76 1.94
C 1.033764 2.703979 6.358551 1.31 0.19 -0.76
O 1.796828 2.944132 5.172808 -0.08 -0.25 0.29
C 2.741143 1.922569 4.832785 -3.42 -0.35 -0.76
H 2.203470 8.604113 10.257981 -0.07 -0.06 -0.32
H 0.529454 8.936965 9.712427 0.59 -0.09 -0.29
H 1.915903 9.030419 8.511820 -0.27 -0.01 0.64
H 3.216971 6.499202 9.306431 -0.86 -0.02 -0.38
H 2.865089 7.066449 7.718510 -0.56 0.11 -0.43
H 1.340243 4.691479 8.961959 0.17 0.16 0.35
H 2.914894 4.529989 8.214670 0.37 -0.49 -0.20
H 1.915092 5.229693 6.248402 0.03 0.02 -0.90
H -0.139320 4.338790 5.733146 -0.66 -0.27 -0.19
H -0.358572 3.839369 7.497879 0.25 0.31 -0.99
H 0.325122 1.914074 6.252211 -0.65 -0.91 -0.52
H 1.723754 2.393151 7.140234 0.07 0.14 0.51
H 2.191340 0.943201 4.884125 0.96 0.44 0.42
H 3.628749 2.021672 5.393019 1.11 -0.28 0.64
H 2.830190 2.082337 3.776140 0.95 0.04 -0.55
C -3.995537 4.571067 -5.291022 -0.85 -2.32 2.60
O -3.702326 4.403712 -3.851376 0.13 -0.78 -1.90
C -3.750458 5.627414 -3.201262 -0.25 1.47 0.60
C -3.212886 5.459216 -1.777374 -0.30 0.85 -0.94
N -1.804490 5.162887 -1.806967 0.43 -0.87 0.30
C -1.267742 5.092029 -0.450197 -1.30 -0.50 0.52
C 0.204306 4.788418 -0.501428 -0.36 0.23 -0.81
O 0.883212 4.788569 0.706906 0.00 -0.46 0.80
C 1.063735 6.035258 1.297690 -0.29 0.60 1.06
H -3.275569 5.158948 -5.727304 1.78 1.69 -0.99
H -4.956305 5.053788 -5.292733 -0.60 0.00 -0.71
H -3.949803 3.575307 -5.794352 -0.44 0.70 0.67
H -4.783880 6.038427 -3.136195 0.16 -0.43 -0.08
H -3.195095 6.404733 -3.773932 0.13 -0.40 0.41
H -3.861425 4.734068 -1.277556 0.10 -0.32 0.22
H -3.336725 6.412974 -1.234246 -0.07 -0.25 -0.23
H -1.612109 4.263787 -2.273015 -0.20 0.59 0.11
H -1.778765 4.307245 0.161850 0.19 0.33 -0.23
H -1.554095 6.037017 0.015772 0.50 0.14 0.24
H 0.605188 5.534826 -1.208988 0.46 -0.37 0.01
H 0.295338 3.762586 -0.872105 0.24 0.22 -0.37
H 1.453344 6.738335 0.595103 -0.12 0.82 -0.96
H 1.877170 5.978829 2.010825 -0.06 -0.47 0.45
H 0.160438 6.455106 1.816593 0.54 -0.42 -0.57
C -2.755415 -0.171135 -6.468788 1.02 0.75 -1.51
O -1.436089 0.213577 -6.887921 -0.23 0.61 0.60
C -1.468635 1.438514 -7.606113 0.24 -1.03 1.04
C -0.057154 1.822200 -7.927465 1.87 0.63 0.11
N 0.850211 0.842125 -8.646225 -1.91 0.08 0.44
C 0.369055 0.647883 -10.040526 1.04 0.34 0.05
C 1.525197 0.906029 -11.050240 -1.78 1.40 1.08
O 1.094998 0.598211 -12.337801 -0.65 0.05 -0.41
C 2.018243 0.964240 -13.322401 0.05 -0.50 -0.57
H -3.363312 -0.195227 -7.420122 -0.08 0.07 1.27
H -3.110522 0.497016 -5.663238 -0.23 -0.30 -0.43
H -2.554509 -1.155066 -6.132468 -0.59 -1.04 0.62
H -1.924851 2.255577 -7.025437 0.04 -0.10 0.12
H -2.139138 1.236256 -8.417683 -0.15 0.33 -1.20
H 0.514146 2.127680 -7.006218 -0.83 -0.49 -0.56
H -0.155606 2.769206 -8.475002 0.45 -0.24 -0.37
H 0.714382 -0.046200 -8.127508 0.30 0.75 -0.48
H -0.426718 1.347017 -10.208390 -0.39 0.53 -0.42
H -0.082291 -0.313843 -10.203976 0.06 -0.72 -0.09
H 2.352163 0.330067 -10.746236 1.34 -0.87 0.29
H 1.793074 1.987987 -10.947086 0.00 -0.60 -0.20
H 2.294514 1.998521 -13.277870 0.31 0.84 0.46
H 1.591779 0.864899 -14.327432 -0.15 -0.47 0.35
H 2.908873 0.342806 -13.228209 0.26 0.01 -0.20
C -9.101898 -2.305711 -0.195027 0.77 1.59 0.83
O -9.912901 -1.660742 0.778294 0.39 0.34 -0.55
C -9.512686 -1.938181 2.107139 -0.57 0.91 -0.50
C -8.076498 -1.571443 2.412876 0.12 0.09 2.18
N -7.741075 -0.241733 1.980137 -0.66 -0.73 -0.59
C -6.451467 0.121911 2.484934 0.42 2.26 1.60
C -6.089515 1.606422 2.093550 -1.18 -1.87 -1.04
O -4.821983 1.959310 2.482497 1.12 0.54 0.67
C -4.613742 2.219992 3.867869 0.19 -1.44 0.75
H -8.080228 -1.844011 -0.308530 -0.82 -0.32 0.39
H -9.588865 -2.174714 -1.136409 -0.44 -0.41 -0.58
H -9.021319 -3.292396 0.182276 0.36 -1.53 -0.52
H -9.691890 -2.986100 2.339826 -0.08 -0.24 0.22
H -10.232732 -1.281849 2.627782 0.50 -0.50 0.54
H -7.349804 -2.253286 1.998971 0.10 -0.50 -0.26
H -7.923829 -1.635203 3.577266 -0.38 -0.22 -1.63
H -8.571608 0.321414 2.199438 1.13 0.49 0.05
H -5.607735 -0.471951 2.104043 -0.60 -0.28 -0.20
H -6.410859 0.022741 3.622196 0.05 0.05 -0.96
H -6.832061 2.305949 2.476748 -0.27 0.10 -0.02
H -6.121796 1.576226 0.970652 0.06 0.50 0.93
H -5.461052 2.041549 4.554164 -0.30 0.17 -0.77
H -4.244852 3.210154 4.055370 0.22 0.64 -0.25
H -3.874684 1.490748 4.255192 0.00 0.40 -0.32
C -0.255055 1.186320 2.269087 0.23 0.21 -0.56
O 0.748543 0.217099 2.091905 0.71 -0.23 -0.34
C 1.803880 0.763523 1.223435 -1.64 -0.26 1.31
C 2.709526 -0.393226 0.878759 1.22 0.51 -0.09
N 2.504728 -0.853520 -0.491478 0.72 -0.52 -0.42
C 1.203034 -1.520773 -0.732247 0.67 0.05 0.41
C 1.209305 -2.179531 -2.091689 0.15 0.54 -0.02
O 0.903751 -1.217209 -3.091521 -0.23 -1.04 -0.05
C 0.885405 -1.895968 -4.339587 -0.80 0.83 0.40
H 0.185318 1.990144 2.852818 -0.42 0.34 0.49
H -1.205154 0.785874 2.677803 0.81 0.03 -0.02
H -0.433701 1.594742 1.272586 -0.65 0.32 -0.07
H 2.292499 1.630280 1.753476 -0.32 -0.79 -0.55
H 1.257958 1.134035 0.337319 0.60 0.09 0.01
H 2.610886 -1.214494 1.577357 -0.56 -0.18 0.58
H 3.757051 -0.054375 1.081328 -0.49 -0.28 -0.86
H 3.257183 -1.536283 -0.714200 -0.70 0.59 0.19
H 0.377193 -0.783985 -0.662553 0.35 -0.45 -0.07
H 1.030700 -2.322789 0.006935 -0.11 0.23 0.07
H 0.536182 -3.037610 -2.100474 -0.60 0.11 -0.15
H 2.179708 -2.617910 -2.354659 0.28 0.09 0.37
H 0.618893 -1.146705 -5.059327 0.15 0.46 -0.68
H 0.055475 -2.627383 -4.399116 0.62 -0.21 0.26
H 1.876041 -2.290642 -4.533745 0.08 -0.46 -0.28
C -4.427043 -10.887548 -3.389338 0.01 0.56 -1.72
O -3.682889 -9.709986 -3.675207 -0.31 0.05 0.70
C -4.337787 -9.008701 -4.677786 0.67 1.53 -2.46
C -3.662375 -7.600876 -4.889080 0.61 -1.33 0.67
N -3.957199 -6.734922 -3.763974 -0.42 -0.83 0.92
C -3.032695 -5.636659 -3.701325 0.97 -0.23 -0.75
C -3.407859 -4.643584 -2.630725 -0.95 -0.38 -1.04
O -2.585594 -3.529148 -2.686228 0.89 0.51 0.78
C -2.891921 -2.579388 -3.672058 1.71 0.69 -0.11
H -4.374905 -11.532170 -4.288880 -0.21 0.01 0.34
H -5.473589 -10.600451 -3.233503 0.10 -0.39 0.42
H -3.945949 -11.390585 -2.592577 0.15 -0.40 1.00
H -5.374064 -8.714216 -4.460387 -0.12 -0.67 0.31
H -4.312837 -9.645114 -5.635578 -0.15 1.01 1.02
H -3.928386 -7.100038 -5.798047 -0.78 0.03 -0.65
H -2.574032 -7.688176 -4.978972 0.26 -0.55 0.01
H -3.822604 -7.307582 -2.916457 -0.22 0.35 -0.45
H -3.081413 -5.127052 -4.682624 0.23 -0.17 0.34
H -1.974428 -6.024466 -3.555510 -0.75 0.63 -0.15
H -3.345968 -5.147220 -1.673716 0.16 0.30 0.51
H -4.462366 -4.371874 -2.821162 0.16 0.00 0.28
H -3.855616 -2.148359 -3.516724 -1.04 0.09 -0.17
H -2.710808 -2.952054 -4.688971 -0.51 -0.16 0.05
H -2.178786 -1.728315 -3.568685 -0.37 -0.68 0.27
C 2.669938 2.269774 -3.025415 1.23 -1.83 -0.91
O 4.088089 2.412969 -2.990556 0.05 1.25 -0.22
C 4.742662 1.793310 -1.945903 0.84 -0.11 1.09
C 4.558037 2.445360 -0.549281 -0.24 0.74 -2.16
N 4.865440 3.908690 -0.596243 -1.41 -0.57 0.37
C 4.099755 4.648938 0.455430 0.58 -0.81 -0.69
C 4.759851 4.451917 1.811420 1.10 0.69 -0.84
O 3.887247 4.910786 2.757928 -1.46 0.80 0.98
C 4.351771 4.880445 4.066846 0.44 -0.95 0.48
H 2.161836 2.599501 -2.115078 -0.04 0.25 -0.25
H 2.543638 1.149586 -3.162037 -0.73 1.13 0.18
H 2.440716 2.805690 -3.961532 -0.63 -0.19 0.74
H 5.813210 1.801985 -2.165301 0.01 0.26 -0.26
H 4.474970 0.739588 -1.904406 -0.34 -0.32 0.28
H 5.216429 1.932615 0.089886 1.20 -0.52 0.99
H 3.579759 2.151860 -0.196133 -0.79 0.58 0.19
H 4.572305 4.292438 -1.508627 0.18 -0.60 0.57
H 3.038643 4.361624 0.563948 0.38 -0.17 -0.30
H 4.117173 5.691279 0.127287 0.05 0.11 0.47
H 5.695639 5.013620 1.848585 0.26 0.36 -0.09
H 5.085153 3.452797 2.057807 -0.23 -0.98 -0.33
H 4.572594 3.852191 4.390809 0.17 -0.06 -0.24
H 3.553574 5.174864 4.732681 -0.13 0.55 0.02
H 5.279148 5.445312 4.215573 -0.17 0.32 -0.05
C 4.040194 -5.350805 1.850601 1.22 0.71 -0.48
O 4.291104 -5.668173 0.494227 0.55 -0.31 0.38
C 3.397941 -4.965846 -0.298144 -1.53 -0.82 -1.11
C 3.493562 -5.335008 -1.772691 0.32 -0.50 0.42
N 2.893166 -6.649939 -2.034961 0.63 0.06 -0.72
C 3.107399 -7.157054 -3.408708 -1.47 0.13 0.89
C 2.495280 -6.362592 -4.597582 0.46 -0.64 0.15
O 3.302637 -5.235004 -4.797615 0.85 0.40 0.45
C 2.921760 -4.582842 -5.948526 -0.97 0.31 -0.92
H 3.101349 -5.787999 2.144094 -0.59 0.08 0.42
H 4.070626 -4.235474 1.944250 -0.38 -0.67 0.29
H 4.857278 -5.745134 2.463526 -0.19 -0.10 -0.17
H 3.525482 -3.920180 -0.188909 0.36 1.37 0.14
H 2.362485 -5.172734 0.026454 -0.06 -0.07 0.10
H 4.558914 -5.283723 -2.024847 -0.02 -0.64 -0.09
H 3.065661 -4.602235 -2.436843 -0.44 0.74 0.15
H 1.898592 -6.650153 -1.837711 0.06 0.24 0.10
H 2.672983 -8.160844 -3.372843 0.08 0.00 -0.40
H 4.175405 -7.260720 -3.519512 0.35 0.05 -0.46
H 1.431491 -6.030641 -4.523383 0.45 -0.41 0.51
H 2.552189 -6.976824 -5.521614 -0.07 -0.06 0.37
H 2.892663 -5.258446 -6.804234 0.38 -0.09 -0.28
H 3.462743 -3.680190 -6.184216 0.87 -0.01 0.22
H 1.908823 -4.230735 -5.853534 -0.92 0.17 0.11
```
Forces are in eV/Å.

Summary:
- max |F| (eV/A) = 3.6
- total charge = 0
- LUMO energy (eV) = 0.538
- gap between HOMO and LUMO (eV) = 8.9
- HOMO (eV) = -8.32

Atomic partial charges in e from the Mulliken method, atoms 1 to 8: C -0.015; O 0.025; C -0.559; C 0.023; N -0.291; C -0.594; C -0.657; O -0.299